# C11H24O5Si

One molecule with the formula C11H24O5Si (ωB97M-V with the def2-TZVPD basis set, the OMol25 dataset).

Each line ends with the Mulliken charge.
Cartesian coordinates (Å):
C1 -1.5658 -1.2272 3.8238  -1.20
C2 -0.0979 -1.3337 4.1289  -0.20
O1 0.7878 -0.4707 3.4981  -0.32
C3 1.3576 -1.0594 2.4193  0.54
O2 1.1090 -2.2037 2.0121  -0.60
C4 2.2348 -0.0741 1.5602  -0.62
C5 1.4420 1.0914 0.9612  -0.53
Si1 0.3206 0.8037 -0.4915  0.21
O3 1.0641 -0.3375 -1.4890  -0.26
C6 0.8359 -1.6860 -1.2672  -0.10
C7 0.3612 -2.3901 -2.4910  -1.38
O4 -1.2254 0.3561 -0.0652  -0.07
C8 -2.2324 0.3247 -1.0152  0.22
C9 -3.6234 0.3235 -0.4383  -1.50
O5 0.2700 2.3203 -1.1897  -0.38
C10 1.3081 2.8668 -2.0762  -0.20
C11 1.1486 2.5546 -3.5722  -1.08
H1 -1.9461 -1.4633 2.8406  0.26
H2 -1.7445 -0.1867 3.8500  0.32
H3 -2.1825 -1.7664 4.5264  0.41
H4 0.0443 -1.2277 5.2467  0.31
H5 0.2281 -2.2846 3.8159  0.34
H6 2.7709 -0.6538 0.6661  0.17
H7 3.1251 0.2953 2.0422  0.57
H8 0.9864 1.6518 1.7961  0.42
H9 2.1557 1.7275 0.3658  0.12
H10 0.1772 -1.7081 -0.4451  0.40
H11 1.7299 -2.1548 -0.9773  0.36
H12 0.8399 -2.0582 -3.3836  0.32
H13 -0.7486 -2.1750 -2.6894  0.18
H14 0.5805 -3.4691 -2.4234  0.39
H15 -2.1577 1.2038 -1.6473  0.26
H16 -2.1737 -0.5649 -1.6459  0.04
H17 -4.3114 0.4687 -1.2535  0.39
H18 -3.9257 -0.5165 0.1416  0.35
H19 -3.6640 1.1198 0.2965  0.35
H20 2.2872 2.5230 -1.7156  0.26
H21 1.2500 3.9608 -1.9501  0.38
H22 1.0271 1.4801 -3.8469  0.20
H23 0.1284 2.9561 -3.8538  0.28
H24 2.0286 2.9836 -4.0644  0.38

Lowest unoccupied orbital energy   0.89 eV
HOMO energy   -0.3677 Ha
SMILES string   CCOC(=O)CC[Si](OCC)(OCC)OCC
Energy relative to the best compared isomer or geometry (same formula, charge and spin)   21.7 kcal per mole
Charge   0
Multiplicity   1

***

# C11H24Si

One molecule with the formula C11H24Si (ωB97M-V with the def2-TZVPD basis set, the OMol25 dataset).

Each line ends with the Mulliken charge.
Cartesian coordinates (Å):
C1 -2.6628 -0.6728 1.5225  -1.45
C2 -2.0454 -0.4699 0.1022  0.74
C3 -3.0140 -0.0440 -1.1093  -1.61
C4 -0.6212 0.6619 0.1565  0.53
Si1 -1.3880 2.4226 0.3080  0.20
C5 0.6092 0.1667 -0.0361  -0.36
C6 1.7840 1.2011 -0.2111  0.72
C7 2.7213 0.7000 -1.3474  -1.63
C8 2.5507 1.5591 1.0750  -1.53
C9 1.0267 -1.3312 0.0243  0.59
C10 0.5620 -1.9011 -1.3449  -1.25
C11 0.6114 -2.1380 1.2334  -1.45
H1 -1.7983 -0.7729 2.2006  0.29
H2 -3.2360 0.2582 1.7929  0.38
H3 -3.2697 -1.5469 1.4351  0.42
H4 -1.4514 -1.4114 -0.2587  -0.11
H5 -2.5373 0.2006 -2.0886  0.27
H6 -3.5628 0.8065 -0.7370  0.45
H7 -3.5778 -0.9001 -1.3499  0.49
H8 -1.9237 2.3887 1.7463  -0.10
H9 -2.2676 2.3865 -0.8435  -0.16
H10 -0.4721 3.5744 0.0083  -0.14
H11 1.3283 2.1532 -0.5762  0.38
H12 3.4087 1.5286 -1.7667  0.40
H13 2.2411 0.3732 -2.2755  0.29
H14 3.5168 0.0149 -1.0079  0.38
H15 3.0173 2.5592 0.9961  0.42
H16 1.8803 1.6692 1.9287  0.35
H17 3.5667 1.0642 1.4203  0.31
H18 2.1596 -1.3704 -0.0403  0.31
H19 1.1740 -2.7456 -1.5990  0.42
H20 -0.5243 -2.2279 -1.6774  0.28
H21 0.6348 -1.1673 -2.2534  0.21
H22 1.0124 -1.5755 2.1174  0.31
H23 1.0484 -3.0683 1.1626  0.54
H24 -0.5012 -2.3454 1.2927  0.14

Lowest unoccupied orbital energy   0.86 eV
HOMO energy   -0.3197 Ha
SMILES string   CC(C)C([SiH3])=C(C(C)C)C(C)C
Energy relative to the best compared isomer or geometry (same formula, charge and spin)   40.0 kcal per mole
Charge   0
Multiplicity   1

***

# C11H25AsIrN5O2

C11H25AsIrN5O2 as an isolated structure (ωB97M-V with the def2-TZVPD basis set, the OMol25 dataset).

Each line ends with the Mulliken charge.
Cartesian coordinates (Å):
Ir1 0.7325 -0.1898 -1.2550  1.02
N1 -0.5088 -1.7085 -1.6816  -0.64
C1 -0.0827 -2.4000 -2.9490  -0.32
C2 1.4289 -2.5938 -3.0450  -0.94
C3 2.2394 -1.3459 -3.4406  0.75
O1 3.0468 -1.3636 -4.3128  -0.51
O2 1.9975 -0.2312 -2.7170  -0.62
H1 -0.4727 -2.3519 -0.8829  0.53
H2 -1.4952 -1.4584 -1.7404  0.31
H3 -0.4393 -1.7930 -3.7802  0.15
H4 -0.6042 -3.3571 -2.9840  0.47
H5 1.6303 -3.3344 -3.8169  0.35
H6 1.8386 -2.9995 -2.1126  0.39
C4 1.4067 0.8249 4.5983  -1.39
C5 0.1008 0.1597 5.0213  0.76
C6 0.2618 -1.3458 5.2002  -1.43
C7 -1.0506 0.5091 4.0758  -1.15
N2 -0.8049 0.0441 2.6948  0.60
C8 -0.1558 0.6337 1.7036  -0.20
N3 -0.1287 -0.2159 0.6879  -0.10
N4 -0.7935 -1.3224 1.0938  -0.09
N5 -1.1919 -1.1706 2.2899  -0.62
H7 2.1687 0.6728 5.3609  0.42
H8 1.2939 1.9030 4.4604  0.35
H9 1.8009 0.3861 3.6758  0.29
H10 -0.2094 0.5928 5.9765  0.33
H11 0.5955 -1.8275 4.2775  0.29
H12 -0.6694 -1.8191 5.5119  0.38
H13 1.0137 -1.5513 5.9604  0.43
H14 -1.2035 1.5861 4.0156  0.46
H15 -1.9811 0.0345 4.3802  0.36
H16 0.2895 1.6130 1.7535  0.57
C9 -1.0557 2.7672 -1.3608  -1.08
As1 -0.4137 1.4220 -2.5733  0.41
C10 0.7523 2.2459 -3.8506  -1.00
C11 -1.9503 0.7465 -3.5037  -1.16
H17 -1.5577 3.5559 -1.9221  0.43
H18 -0.2117 3.2010 -0.8266  0.39
H19 -1.7580 2.3135 -0.6640  0.36
H20 0.1494 2.9241 -4.4554  0.45
H21 1.2200 1.4851 -4.4697  0.34
H22 1.5226 2.8049 -3.3228  0.40
H23 -2.4054 1.6057 -3.9991  0.44
H24 -2.6767 0.3270 -2.8092  0.42
H25 -1.6689 0.0211 -4.2633  0.38

Lowest unoccupied orbital energy   -8.46 eV
HOMO energy   -0.5913 Ha
Energy relative to the best compared isomer or geometry (same formula, charge and spin)   0.0 kcal per mole
Charge   +2
Multiplicity   1

***

# C11H25BF5O2

A 3-piece molecular cluster, C11H25BF5O2 overall (ωB97M-V with the def2-TZVPD basis set, the OMol25 dataset).

Each line ends with the Mulliken charge.
Cartesian coordinates (Å):
B1 3.0355 1.4570 3.3374  0.33
C1 2.5517 3.0564 3.4102  -1.11
C2 1.3412 3.4136 2.4974  -0.03
C3 0.0380 3.6464 3.3025  -1.16
C4 -0.7755 2.4260 3.6602  1.06
F1 -2.0228 2.8712 4.0335  -0.36
F2 -0.3038 1.7795 4.7074  -0.28
C5 -1.0285 1.4155 2.5293  0.51
F3 -1.5235 2.0075 1.4352  -0.31
F4 -1.9717 0.5642 2.9498  -0.32
F5 -0.0243 0.6880 2.2215  -0.21
H1 4.2498 1.3791 3.3956  -0.22
H2 2.6338 0.9977 2.2766  -0.28
H3 2.5141 0.8704 4.2805  -0.29
H4 2.3441 3.3653 4.4424  0.24
H5 3.4133 3.6623 3.0982  0.22
H6 1.2380 2.7178 1.6653  0.09
H7 1.5831 4.3872 2.0517  0.32
H8 -0.5785 4.4113 2.8317  0.38
H9 0.3482 4.0788 4.2556  0.44
C6 -2.0240 1.2656 -3.2213  -1.33
C7 -0.9196 0.3950 -2.6388  0.36
C8 -1.4840 -0.6434 -1.6867  -0.98
O1 0.0236 1.2080 -1.9489  -0.53
H10 -2.5476 1.8044 -2.4269  0.29
H11 -1.6047 2.0144 -3.8952  0.34
H12 -2.7520 0.6671 -3.7735  0.37
H13 -0.3784 -0.0989 -3.4485  0.29
H14 -1.9840 -0.1573 -0.8447  0.33
H15 -0.6822 -1.2536 -1.2676  0.21
H16 -2.1962 -1.3031 -2.1886  0.34
H17 -0.4358 1.6527 -1.2250  0.31
C9 1.1832 -4.0568 -2.5955  -1.15
C10 -0.0779 -4.4296 -3.3592  0.39
C11 -1.2519 -4.6439 -2.4169  -1.11
O2 0.1524 -5.6168 -4.1217  -0.57
H18 1.4673 -4.8577 -1.9069  0.33
H19 2.0178 -3.9130 -3.2828  0.32
H20 1.0434 -3.1399 -2.0210  0.31
H21 -0.3202 -3.6403 -4.0727  0.23
H22 -1.0488 -5.4632 -1.7213  0.35
H23 -2.1481 -4.9169 -2.9769  0.30
H24 -1.4633 -3.7436 -1.8383  0.26
H25 0.3689 -6.3242 -3.5030  0.36

Lowest unoccupied orbital energy   2.47 eV
HOMO energy   -0.1668 Ha
Charge   -1
Multiplicity   1

***

# C11H25CaNO7PS2

C11H25CaNO7PS2 as an isolated structure (ωB97M-V with the def2-TZVPD basis set, the OMol25 dataset).

Each line ends with the Mulliken charge.
Cartesian coordinates (Å):
C1 0.9965 0.3728 3.5439  -1.43
C2 1.7876 0.9718 2.3819  -0.32
C3 1.0333 2.0547 1.5693  -0.15
C4 -0.1808 1.4323 0.8112  2.15
C5 -1.4929 2.1802 0.7481  -1.00
C6 -2.4865 1.5919 1.7037  -0.95
C7 -2.4922 0.0289 1.6222  -0.08
C8 -2.6557 -0.5980 0.1556  -1.30
C9 -1.3929 -1.2748 -0.5255  0.25
C10 -0.6431 -2.2616 0.3635  -1.02
C11 0.9069 -2.0807 0.2928  0.73
S1 1.8248 -2.5121 -1.2287  1.17
O1 3.2370 -2.1497 -0.9253  -0.70
O2 1.6659 -3.9276 -1.3374  -0.70
N1 1.3378 -1.8895 -2.6786  -0.41
S2 1.9408 -0.4294 -3.0470  0.98
O3 2.1370 0.4860 -1.9292  -0.59
O4 3.1878 -0.5575 -3.7532  -0.62
P1 0.4946 0.4450 -4.4092  0.81
O5 0.6791 1.8814 -4.5377  -0.62
O6 0.7343 -0.3257 -5.7776  -0.47
O7 -1.0083 0.0683 -3.9857  -0.40
H1 0.0767 -0.0880 3.2265  0.17
H2 0.7994 1.1361 4.2826  0.39
H3 1.5798 -0.4239 3.9933  0.42
H4 2.7187 1.4585 2.8044  0.58
H5 2.1120 0.1259 1.7389  -0.30
H6 0.7506 2.8920 2.1941  0.37
H7 1.7146 2.3854 0.7737  0.13
H8 0.1596 1.3506 -0.1883  -0.23
H9 -0.3026 0.4318 1.1673  -1.61
H10 -1.2925 3.2122 1.0350  0.46
H11 -1.8775 2.2625 -0.2604  0.37
H12 -2.3217 1.9605 2.7115  0.38
H13 -3.4754 1.9532 1.4331  0.38
H14 -1.5997 -0.3013 2.1331  -0.18
H15 -3.3274 -0.3297 2.2140  0.50
H16 -2.9962 0.1504 -0.5543  0.42
H17 -3.4270 -1.3572 0.1949  0.40
H18 -1.7592 -1.8324 -1.3800  0.65
H19 -0.7322 -0.5432 -0.9398  -0.50
H20 -0.8099 -3.2869 0.0550  0.50
H21 -0.9355 -2.2070 1.4058  0.50
H22 1.1708 -1.1037 0.6032  -1.11
H23 1.3189 -2.7739 1.0237  0.59
H24 0.1479 0.0819 -6.4189  0.36
H25 -1.2780 0.6070 -3.2390  0.31
Ca1 3.9746 0.7323 0.9337  1.73

Lowest unoccupied orbital energy   -6.77 eV
HOMO energy   -0.4290 Ha
Charge   +1
Multiplicity   1

***

# C11H25ClIN3O2PPt

C11H25ClIN3O2PPt as an isolated structure (ωB97M-V with the def2-TZVPD basis set, the OMol25 dataset).

Each line ends with the Löwdin spin population.
Cartesian coordinates (Å):
C1 -1.5250 0.5970 1.9052  0.03
C2 -1.5998 -0.5131 0.9421  0.02
H1 -2.4683 1.1310 1.7882  0.00
H2 -0.6869 1.2739 1.5985  0.02
H3 -1.3910 0.3706 3.0109  0.00
O1 -2.6868 -0.6475 0.3186  0.17
I1 0.9288 -2.4470 -1.6717  0.99
Pt1 0.7186 2.4422 -0.5312  0.92
P1 1.2250 4.1129 -1.7812  0.23
C3 0.2622 4.1758 -3.3243  0.02
C4 0.7327 5.3604 -0.5105  0.04
H4 3.4870 3.6023 -1.1985  0.00
H5 3.4149 4.5373 -2.7290  0.02
H6 2.9750 2.8142 -2.7037  0.00
C5 2.9614 3.7616 -2.1427  0.07
H7 1.2713 5.0944 0.4199  0.00
H8 0.9411 6.3754 -0.8503  0.01
H9 0.4137 5.1035 -3.8744  0.01
H10 -0.8081 4.0633 -3.1075  0.00
H11 -0.3499 5.2188 -0.2928  0.00
H12 0.5645 3.3389 -3.9679  0.00
C6 -0.4878 1.6408 -1.6506  0.18
O2 -1.0654 1.0267 -2.4488  0.09
Cl1 1.9312 2.6996 1.4592  0.32
C7 1.0854 -2.1924 2.7991  0.00
N1 0.5016 -3.0150 1.7052  0.02
C8 1.1353 -4.3339 1.5192  0.01
C9 -0.3771 -2.5059 0.8507  0.04
N2 -0.4133 -1.1361 0.6802  0.06
N3 -1.3457 -3.1526 0.1867  0.31
C10 -1.9720 -4.2859 0.8323  0.03
C11 -2.0696 -2.6691 -0.9917  0.19
H13 1.6282 -2.8836 3.4461  0.00
H14 0.2690 -1.7200 3.3755  0.00
H15 1.7472 -1.4109 2.4056  0.00
H16 0.3572 -5.1080 1.6137  0.00
H17 1.6265 -4.3598 0.5240  0.01
H18 1.8660 -4.4522 2.3487  0.00
H19 0.3999 -0.5754 0.9855  0.01
H20 -2.8058 -4.5863 0.1889  0.00
H21 -1.1983 -5.0590 0.9294  0.02
H22 -2.3836 -4.0175 1.8262  0.02
H23 -2.5719 -1.7085 -0.7513  0.05
H24 -1.4505 -2.5151 -1.9026  0.05
H25 -2.7865 -3.4459 -1.2287  0.01

Lowest unoccupied orbital energy (alpha / beta)   -9.73 / -14.08 eV
Expectation value of S²   6.02
HOMO energy (alpha / beta)   -0.6129 / -0.7022 Ha
Charge   +3
Multiplicity   5

***

Number 1: maximum force 3.1 eV/Å. Number 2: maximum force 4.1 eV/Å. Number 3: maximum force 0.7 eV/Å. Number 4: maximum force 2.2 eV/Å. Number 5: maximum force 2.9 eV/Å. Number 6: maximum force 5.8 eV/Å.